Density functional theory data (ωB97M-V with the def2-TZVPD basis set) for a molecular structure, C35H98BeNO15.

## Properties
LUMO energy (alpha / beta) ... -8.46 / -8.52 eV
HOMO energy (alpha / beta) ... -13.05 / -13.05 eV
Calculated total energy ... -2589.55100 hartree
Strongest force on any atom ... 5.4 eV Å⁻¹
Orbital gap (alpha / beta) ... 4.588 / 4.534 eV
<S²> ... 0.758

Structure (ORCA input):
```
! wB97M-V def2-TZVPD RIJCOSX def2/J DEFGRID3
* xyz 2 2
Be -4.0397 0.6005 -1.8961
C -1.8066 -1.9163 0.8911
C -0.8006 -0.6584 0.9375
C 0.5341 -1.1213 0.2683
C 1.5338 0.0767 -0.0435
C 0.8707 1.0286 -1.0155
C -0.4659 1.5942 -0.3547
N -1.3161 0.4522 0.0932
O -2.7150 0.8381 0.4127
C -1.1700 2.5056 -1.5221
C -0.1170 2.6159 0.7368
C -0.4101 -0.3133 2.4459
H -2.5674 -1.8674 0.1121
H -2.4200 -1.7207 1.7707
H -1.3220 -2.8900 0.9637
H 0.2299 -1.5655 -0.6794
H 0.9553 -1.9413 0.8500
H 2.4758 -0.2326 -0.4964
H 1.9731 0.6103 0.7993
H 0.5553 0.4751 -1.8999
H 1.6860 1.6988 -1.2879
H -1.5692 1.9364 -2.3616
H -0.4058 3.2268 -1.8116
H -2.0342 3.0408 -1.1287
H 0.3143 2.0907 1.5891
H -0.9912 3.0939 1.1788
H 0.6348 3.3202 0.3806
H -0.3637 -1.2479 3.0047
H -1.2979 -0.0067 2.9990
H 0.4461 0.3116 2.7000
C -5.3984 -2.7091 1.4113
C -6.6105 -3.2132 0.7096
O -7.4468 -2.1057 0.3937
H -4.5129 -3.3294 1.5495
H -5.6514 -2.4004 2.4256
H -4.9745 -1.7906 1.0052
H -7.2005 -4.0229 1.1389
H -6.3365 -3.6365 -0.2567
H -7.8933 -1.8490 1.2039
O -2.0507 -0.6853 -2.4467
H -1.2228 -0.7150 -1.9673
H -1.9221 -1.2808 -3.1850
O -4.6165 2.9972 -1.9794
H -4.1633 3.5943 -2.5746
H -5.0121 3.5687 -1.3213
O -4.7757 -1.9087 -1.7555
H -4.2048 -2.5702 -1.3647
H -5.1413 -2.3348 -2.5306
O -5.6836 0.9357 -0.0242
H -5.0757 1.5281 0.4181
H -5.8453 0.2389 0.6119
O -3.2900 1.3473 -4.3247
H -3.3886 0.6093 -4.9263
H -3.0571 2.0860 -4.8872
C 4.5850 -1.1323 2.7108
C 5.4233 -0.7963 1.5435
C 5.8514 0.6370 1.5464
O 6.6248 -1.6160 1.5153
H 4.1039 -2.1091 2.6617
H 3.7276 -0.4593 2.7050
H 5.0314 -1.0643 3.7028
H 4.8238 -0.9243 0.6421
H 6.6377 0.8529 2.2698
H 5.0027 1.1743 1.9695
H 6.0718 1.1113 0.5900
H 7.3567 -1.0843 1.8365
C 1.8005 -2.8961 4.7482
C 2.3510 -2.2291 5.9513
C 2.6092 -3.1029 7.2379
O 3.5004 -1.5704 5.7291
H 0.7374 -3.1297 4.8043
H 2.2798 -3.8576 4.5642
H 1.8479 -2.1700 3.9366
H 1.5930 -1.5135 6.2696
H 3.6099 -3.5296 7.1695
H 1.8811 -3.9094 7.1514
H 2.5054 -2.5396 8.1652
H 4.1354 -2.1355 5.2830
C -3.1316 -7.7988 0.4142
C -3.4270 -6.4486 -0.2782
C -2.2261 -5.4869 -0.0662
O -3.5925 -6.6480 -1.6249
H -3.9328 -8.4772 0.1211
H -3.1335 -7.6191 1.4893
H -2.1974 -8.2544 0.0857
H -4.3351 -6.0665 0.1880
H -1.3911 -5.8801 -0.6461
H -1.9985 -5.4009 0.9963
H -2.3130 -4.4692 -0.4468
H -2.8146 -7.1821 -1.8014
C 4.1198 5.6687 -2.5087
C 4.4529 4.3273 -2.0268
C 3.5992 3.1813 -2.5649
O 5.7864 4.0072 -2.1548
H 3.0328 5.7110 -2.5769
H 4.5466 5.7847 -3.5049
H 4.4890 6.4154 -1.8056
H 4.2678 4.2886 -0.9533
H 4.0745 2.2860 -2.1641
H 3.7710 3.2453 -3.6394
H 2.5533 3.1437 -2.2602
H 6.0516 4.0303 -3.0772
C 2.7265 -1.9223 -2.8169
C 2.8882 -2.7134 -4.2028
C 3.0539 -4.2488 -3.9939
O 1.8195 -2.5889 -5.0678
H 3.4178 -2.2827 -2.0551
H 1.6973 -2.1633 -2.5509
H 2.8711 -0.8554 -2.9865
H 3.6636 -2.3087 -4.8533
H 3.5612 -4.6007 -4.8922
H 2.1450 -4.8496 -4.0260
H 3.6582 -4.5850 -3.1513
H 1.9952 -3.1263 -5.8436
C 2.2423 1.6813 -6.1886
C 0.9872 0.9131 -6.4364
C 0.0088 1.0572 -5.3295
O 0.4003 1.4047 -7.6541
H 2.9471 1.5580 -7.0109
H 2.6908 1.1955 -5.3220
H 2.2329 2.7623 -6.0489
H 1.2297 -0.1393 -6.5839
H -0.3702 2.0791 -5.3421
H 0.5058 1.0416 -4.3594
H -0.8177 0.3467 -5.3362
H -0.2937 0.7772 -7.8690
C -2.9975 5.5659 0.5159
C -4.0902 4.5283 0.8593
C -4.5366 4.6812 2.3128
O -5.2199 4.8506 0.1431
H -2.8864 5.8540 -0.5294
H -2.0054 5.4557 0.9537
H -3.2252 6.5889 0.8157
H -3.7331 3.5062 0.7333
H -3.7805 4.1049 2.8459
H -5.4032 4.0640 2.5497
H -4.5179 5.6752 2.7598
H -5.5262 5.7404 0.3330
C 2.5420 1.7218 4.0086
C 2.0452 2.9334 4.7933
C 0.5582 3.0230 4.9570
O 2.4246 2.9025 6.1977
H 2.0041 1.5383 3.0785
H 2.2918 0.8326 4.5873
H 3.5641 1.8429 3.6498
H 2.4729 3.8036 4.2954
H 0.0999 3.6647 5.7095
H 0.0559 2.0651 5.0915
H 0.1501 3.5408 4.0890
H 3.1874 2.3313 6.3134
*
```



Density functional theory data (ωB97M-V with the def2-TZVPD basis set) for 14 unconnected molecules or ions with the total composition C36H100O20.

## Properties
LUMO energy ... 0.28 eV
HOMO energy ... -9.43 eV
Calculated total energy ... -2936.25096 hartree
Energy above the lowest of the compared OMol25 structures with the same formula, charge and spin ... 62.6 kcal/mol
Strongest force on any atom ... 3.1 eV Å⁻¹
Orbital gap ... 9.707 eV

Structure (ORCA input):
```
! wB97M-V def2-TZVPD RIJCOSX def2/J DEFGRID3
* xyz 0 1
C 3.2439 -1.0913 4.1539
C 1.8348 -0.4467 4.1264
C 1.3493 -0.1099 5.5784
O 1.9591 0.6177 3.2497
H 3.9493 -0.2696 4.5269
H 3.5311 -1.3904 3.1385
H 3.3156 -1.9642 4.7565
H 1.1206 -1.1182 3.7179
H 2.1385 0.4045 6.1150
H 1.0883 -1.0017 6.0964
H 0.4618 0.5306 5.5853
H 1.3895 1.4103 3.3808
C 3.9723 2.0096 -2.8077
C 3.8710 0.5075 -3.0928
C 2.5759 -0.0524 -2.5655
O 3.9202 0.2588 -4.4912
H 3.1254 2.5490 -3.2854
H 4.9000 2.3915 -3.0664
H 3.9286 2.2036 -1.7385
H 4.6476 -0.0843 -2.5427
H 2.6552 0.0774 -1.5044
H 2.3385 -1.0656 -2.7189
H 1.7457 0.4928 -2.9630
H 4.7818 0.4616 -4.8482
C -5.0792 -6.5065 2.0624
C -4.3656 -5.1308 1.7597
C -3.0826 -5.3461 0.9375
O -5.4003 -4.4465 1.0344
H -5.9284 -6.2539 2.6850
H -4.4078 -7.0446 2.7578
H -5.4754 -7.0345 1.1368
H -4.0170 -4.5688 2.6333
H -2.4531 -6.1073 1.4322
H -2.5445 -4.4532 0.7972
H -3.4709 -5.7694 0.0146
H -5.0101 -3.6405 0.6079
C 2.2523 -6.2691 3.5227
C 1.6670 -5.4253 2.3662
C 0.2707 -5.8531 1.9236
O 1.6299 -4.0442 2.6965
H 1.6495 -6.0653 4.3963
H 3.2470 -6.0184 3.7961
H 2.1520 -7.3012 3.2604
H 2.3282 -5.5606 1.4682
H 0.0627 -5.3383 0.9609
H -0.4694 -5.6803 2.7474
H 0.1629 -6.8797 1.6330
H 2.2495 -3.5859 2.1501
C -4.7145 0.5210 1.6748
C -4.2111 -0.8308 1.9331
C -5.1238 -1.6746 2.8673
O -4.1252 -1.6297 0.7166
H -4.3250 1.1919 2.4570
H -5.8199 0.5825 1.7318
H -4.4142 0.9200 0.7548
H -3.2221 -0.7610 2.3670
H -4.6317 -2.5541 3.2054
H -6.0405 -2.0821 2.3990
H -5.4769 -1.0031 3.6662
H -4.0724 -0.9963 -0.0081
C -5.2689 5.0235 -2.1474
C -4.5590 3.6710 -2.1336
C -3.6059 3.4549 -0.9249
O -5.5948 2.6877 -2.0691
H -5.8382 5.1291 -1.1918
H -5.9478 5.1116 -2.9808
H -4.5208 5.7950 -2.2012
H -3.9695 3.4943 -3.1063
H -3.2397 2.4317 -0.9564
H -4.1689 3.6192 -0.0207
H -2.7610 4.0814 -0.9190
H -5.2788 1.7897 -2.3299
C -0.7077 -1.6616 1.4089
C 0.0051 -0.7701 0.3985
C -0.7588 0.5649 0.2344
O 1.3632 -0.5655 0.7651
H -0.2377 -2.6050 1.6895
H -1.7138 -1.9781 1.0816
H -0.8964 -1.0973 2.3243
H -0.0469 -1.2691 -0.5885
H -0.5134 1.2529 -0.5785
H -0.5932 1.0971 1.2140
H -1.8676 0.3673 0.2815
H 1.4205 -0.1646 1.6246
C 0.5701 4.1242 -5.6783
C 0.2885 2.8951 -4.8031
C -0.3135 3.3343 -3.4440
O -0.5975 1.8839 -5.3981
H -0.2796 4.8479 -5.7420
H 0.8953 3.8027 -6.6778
H 1.4045 4.6713 -5.2369
H 1.2605 2.4629 -4.7303
H -1.3164 3.7114 -3.6253
H 0.3276 4.0625 -2.9876
H -0.3891 2.4478 -2.7663
H -0.3366 2.0058 -6.3255
C 1.4651 4.9780 -0.4422
C 1.8279 6.3488 -0.9417
O 1.6461 6.3920 -2.3856
O 0.0436 4.8680 -0.3601
H 1.8681 4.9334 0.5558
H 1.8518 4.1998 -1.0902
H 2.9137 6.5077 -0.8245
H 1.2114 7.0519 -0.3055
H 0.7552 6.7062 -2.5349
H -0.2435 4.1619 -0.9073
C 5.0103 -3.4706 -0.5531
C 4.6657 -2.6722 0.6070
O 3.2050 -2.6362 0.6046
O 4.5790 -2.7605 -1.7431
H 4.6135 -4.4685 -0.4289
H 6.0584 -3.5729 -0.7193
H 5.1388 -1.7473 0.4717
H 5.0575 -3.1740 1.5673
H 2.8584 -1.7295 0.7823
H 3.5872 -2.6763 -1.6423
C -1.2681 4.2662 2.5431
C 0.1719 4.0184 2.8802
O 0.4056 2.9163 3.7500
O -1.9022 3.1599 1.9214
H -1.2878 5.1230 1.8387
H -1.8757 4.4570 3.4301
H 0.6143 4.8928 3.3325
H 0.7323 3.7518 1.9972
H 0.0010 3.1013 4.6170
H -1.2674 2.6483 1.4031
C -3.5876 -0.9395 -2.7788
C -2.7186 -0.2926 -3.8299
O -3.0913 1.0315 -3.8345
O -3.4944 -0.1747 -1.5485
H -3.3207 -1.9265 -2.4650
H -4.6259 -0.9134 -3.1652
H -2.7927 -0.7378 -4.8389
H -1.6687 -0.3897 -3.5044
H -2.4893 1.4655 -4.4506
H -3.3556 0.7435 -1.8222
C 0.9834 -3.6289 -1.1766
C 0.3258 -3.5699 -2.5585
O -0.2175 -2.2814 -2.7813
O 1.7852 -4.7899 -1.1781
H 0.1637 -3.7119 -0.4090
H 1.6276 -2.7440 -0.9376
H -0.5198 -4.2470 -2.6411
H 1.0794 -3.8719 -3.2961
H 0.4061 -1.5706 -2.8556
H 2.4954 -4.5892 -0.6341
C 4.7139 2.1547 1.2800
C 4.9497 3.7077 1.4094
O 4.9292 4.3713 0.1726
O 5.7051 1.6203 0.4174
H 3.7690 1.9131 0.7785
H 4.7083 1.7215 2.2702
H 5.8928 3.9111 1.9997
H 4.1039 4.1227 1.9805
H 5.3298 3.7655 -0.4298
H 6.6289 1.8846 0.5994
*
```



Density functional theory data (ωB97M-V with the def2-TZVPD basis set) for 13 unconnected molecules or ions with the total composition C36H101N9O13.

## Properties
LUMO energy ... 0.06 eV
HOMO energy ... -9.42 eV
Calculated total energy ... -2903.14224 hartree
Strongest force on any atom ... 3.9 eV Å⁻¹
Orbital gap ... 9.485 eV

Structure (ORCA input):
```
! wB97M-V def2-TZVPD RIJCOSX def2/J DEFGRID3
* xyz 0 1
C 2.7889 -2.0962 -3.6688
C 1.9432 -2.7299 -4.8050
C 2.5524 -2.7173 -6.0668
O 1.6414 -3.1138 -7.0473
C 2.2972 -3.2982 -8.3009
N 1.6828 -4.1547 -4.4779
H 3.0381 -1.0811 -3.9259
H 3.6696 -2.7451 -3.5038
H 2.1579 -2.1504 -2.7856
H 1.0255 -2.1438 -4.8691
H 3.4442 -3.3181 -5.9726
H 2.9879 -1.7625 -6.2735
H 3.0669 -4.0568 -8.2287
H 2.7521 -2.3971 -8.7256
H 1.5536 -3.5897 -9.0456
H 1.2565 -4.6479 -5.2863
H 1.0027 -4.1871 -3.7213
C 4.0275 3.8967 -1.6333
C 4.3142 3.4208 -3.0845
C 3.1593 2.5919 -3.6183
O 1.9906 3.4064 -3.6703
C 1.0200 2.8777 -4.5226
N 4.5927 4.5195 -4.0835
H 3.9954 3.0275 -0.9773
H 3.0367 4.3315 -1.6383
H 4.7387 4.6628 -1.2688
H 5.1754 2.7430 -3.0958
H 3.0685 1.7135 -2.9553
H 3.3260 2.2631 -4.6300
H 1.3860 3.0700 -5.5532
H 0.0946 3.4198 -4.4655
H 0.8012 1.8274 -4.4454
H 5.4114 5.0350 -3.7309
H 3.7738 5.1234 -4.1078
C -2.7466 0.4377 1.8602
C -1.6155 -0.0793 1.0070
C -0.5412 0.9811 0.7336
O 0.4216 0.4010 -0.1245
C 1.4360 1.3166 -0.5156
N -0.8557 -1.1304 1.7170
H -2.3787 0.8158 2.7930
H -3.3376 -0.4352 2.1377
H -3.3861 1.2225 1.4140
H -2.0106 -0.3246 0.0227
H -0.0462 1.3256 1.6672
H -0.9052 1.9157 0.3418
H 2.2157 1.5300 0.2700
H 1.0093 2.2481 -0.8729
H 2.0294 0.8575 -1.3243
H -0.3128 -1.6533 1.0253
H -1.4631 -1.8286 2.1271
C -0.5027 -5.4550 3.2943
C -1.9980 -5.4841 3.5154
C -2.7653 -4.8767 2.3076
O -2.4466 -6.8785 3.7319
H -0.0319 -6.0476 4.1021
H -0.0905 -4.4568 3.4241
H -0.2099 -5.8340 2.3046
H -2.2628 -5.0312 4.4778
H -2.3368 -3.8883 2.1245
H -3.8486 -4.7489 2.4712
H -2.5682 -5.3839 1.3480
H -2.4302 -7.2968 2.8536
C -5.8320 2.4693 0.9214
C -6.6075 3.7195 0.4744
C -5.9876 4.9526 1.0753
O -6.5873 3.8181 -1.0059
H -6.2703 1.6571 0.3208
H -5.9173 2.2339 1.9857
H -4.7857 2.6302 0.7042
H -7.6614 3.6663 0.6997
H -6.6291 5.7863 0.8644
H -4.9970 5.0846 0.6403
H -6.0101 4.8246 2.1519
H -5.6829 4.1031 -1.1747
C -1.4442 -0.7889 -5.5478
C -1.8637 -0.3522 -4.1194
C -0.8088 -0.8512 -3.1612
O -1.9558 1.0674 -4.0941
H -1.1647 -1.8352 -5.6375
H -0.5671 -0.2706 -5.9201
H -2.3049 -0.6480 -6.1728
H -2.8415 -0.7457 -3.8840
H -0.7603 -1.9392 -3.1018
H -1.1897 -0.4713 -2.2371
H 0.1663 -0.4109 -3.4127
H -2.3741 1.3640 -3.2850
C 0.7122 4.5299 1.1551
C 1.8607 4.8352 2.1452
C 2.7549 3.6870 2.4889
O 2.6485 5.9316 1.5296
H 0.0676 3.8599 1.6950
H 1.0883 3.9948 0.2961
H 0.1778 5.4298 0.9072
H 1.4051 5.2122 3.0650
H 3.3903 3.9684 3.3238
H 3.3253 3.4783 1.6133
H 2.1973 2.7937 2.7837
H 3.3763 5.8820 2.1589
C -3.0467 3.9511 3.6939
C -4.2195 3.6418 4.6259
C -4.3327 2.1383 4.7981
O -4.1041 4.3188 5.8954
H -2.0710 3.5959 4.0804
H -2.9043 5.0139 3.6398
H -3.2147 3.4963 2.7182
H -5.1385 4.0508 4.2083
H -3.4587 1.7063 5.2430
H -4.6228 1.6547 3.8702
H -5.1408 1.9121 5.5059
H -3.2765 3.9483 6.2627
C -1.8737 -1.4571 5.5611
C -3.2489 -1.9136 5.8161
C -4.1584 -1.8573 4.5985
O -3.3286 -3.2734 6.2826
H -1.2729 -1.4478 6.4544
H -1.9630 -0.4683 5.1070
H -1.3488 -2.0995 4.8646
H -3.6673 -1.2622 6.6156
H -3.6800 -2.4780 3.8430
H -4.2919 -0.8297 4.2602
H -5.1320 -2.2543 4.9160
H -2.6865 -3.2702 7.0088
C 7.6036 -0.1444 -0.9586
C 6.2231 -0.0743 -1.4581
C 6.1592 -0.2500 -3.0138
O 5.4866 -1.1108 -0.7459
H 7.5746 -0.1861 0.1227
H 8.2295 0.7258 -1.2169
H 8.0333 -1.0821 -1.3283
H 5.8280 0.9182 -1.2378
H 6.3595 -1.3058 -3.1677
H 6.8974 0.4314 -3.4369
H 5.1645 0.0232 -3.3922
H 4.7133 -1.1748 -1.3187
C -2.6966 -3.7388 -1.9591
O -3.4981 -3.7862 -2.8858
N -1.5499 -4.5635 -1.9413
N -2.9518 -2.8993 -0.8354
H -1.5488 -5.3700 -2.5566
H -0.9960 -4.5793 -1.0710
H -3.8255 -2.4141 -0.9171
H -2.3710 -2.7713 -0.0129
C 1.3680 0.7299 4.6721
O 0.2203 1.1046 4.8431
N 1.6758 -0.3767 3.9394
N 2.5030 1.5015 5.2880
H 2.5960 -0.6391 3.6422
H 0.8651 -0.7554 3.4340
H 3.2084 0.9749 5.7865
H 2.1144 2.1561 5.9865
C 1.6682 -3.8669 0.0053
O 0.4507 -3.9017 0.1873
N 2.3003 -4.9505 -0.4780
N 2.3686 -2.6825 0.2158
H 3.3074 -4.9556 -0.6421
H 1.8187 -5.7972 -0.7285
H 1.7962 -1.9939 0.7212
H 3.3641 -2.6372 0.2947
*
```



The lowest strongest force on any atom belongs to which entry?
C36H100O20